6
Properties=species:S:1:pos:R:3 method="wB97M-V/def2-TZVPD" de_lowest_kcal_mol=77.50 fmax_ev_per_a=2.8 lumo_ev=0.290 charge=0
C 0.99 -0.06 -1.42
C -0.38 0.20 -1.65
C -0.50 -0.34 -0.35
C 0.65 0.43 -0.14
H -1.11 -1.31 -0.11
H 0.92 1.29 0.43